i) The following is a DFT calculation (ωB97M-V/def2-TZVPD) of 2 unconnected molecules or ions with the total composition C4H10N3S.

The geometry in XYZ format:
```
18
C4H10N3S | the OMol25 dataset | ωB97M-V/def2-TZVPD
C 0.88 -0.56 -0.21
C 1.22 0.53 0.43
C -2.08 0.23 -0.82
C 1.55 1.86 -0.17
N -1.87 -1.92 0.12
N -2.07 -0.91 -0.32
N 0.72 -1.92 0.36
S -2.47 1.69 0.31
H 1.11 -0.62 -1.29
H 1.28 0.52 1.58
H -2.10 0.42 -1.84
H 1.18 2.77 0.43
H 1.26 2.08 -1.26
H 2.66 1.89 -0.13
H -0.50 -2.20 0.44
H 1.19 -2.20 1.27
H 0.98 -2.61 -0.31
H -2.93 0.94 1.39
```

Molecular weight = 132.2 g mol⁻¹
2S+1 = 1
Net charge = +1
Highest occupied orbital energy = -0.457 Eh
Orbital gap = 8.33 eV
LUMO level = -4.106 eV

=====

ii) The following is a DFT calculation (ωB97M-V/def2-TZVPD) of a gas-phase ion, C4H10N3S (charge +1).

The geometry in XYZ format:
```
18
C4H10N3S | the OMol25 dataset | ωB97M-V/def2-TZVPD
C -1.98 -0.86 -0.11
N -0.95 -1.77 -0.22
C 0.32 -1.61 0.49
S 1.93 -1.16 -0.30
C 2.12 0.64 -0.08
N 0.74 1.14 0.14
C -0.36 1.07 -0.65
N -1.62 0.44 -0.12
H -2.96 -1.15 -0.43
H -1.22 -2.76 -0.38
H 0.25 -0.92 1.32
H 0.50 -2.54 0.98
H 2.66 1.09 -0.86
H 2.82 0.95 0.69
H 0.66 1.82 0.85
H -0.30 0.58 -1.70
H -0.81 2.09 -1.03
H -2.28 1.20 -0.09
```

Molecular weight = 132.2 g mol⁻¹
2S+1 = 1
Net charge = +1
Highest occupied orbital energy = -0.467 Eh
Orbital gap = 8.35 eV
LUMO level = -4.349 eV

=====

What should be chosen as the most stable of them? Choose ii).

=====

i) The following is a DFT calculation (ωB97M-V/def2-TZVPD) of 2 unconnected molecules or ions with the total composition C2H4O2S2.

The geometry in XYZ format:
```
10
C2H4O2S2 | the OMol25 dataset | ωB97M-V/def2-TZVPD
C -1.86 -0.76 -0.95
C 1.49 -0.42 0.27
O -2.85 -1.31 -0.72
O -1.03 -0.16 1.20
S 0.05 1.82 -0.69
S 0.19 0.63 1.08
H -1.42 2.03 -0.62
H 1.11 -1.29 -0.37
H 2.13 0.35 -0.23
H 2.18 -0.88 1.01
```

Molecular weight = 124.2 g mol⁻¹
2S+1 = 1
Highest occupied orbital energy = -0.338 Eh
Orbital gap = 9.48 eV
LUMO level = 0.286 eV

=====

ii) The following is a DFT calculation (ωB97M-V/def2-TZVPD) of 2 unconnected molecules or ions with the total composition C2H4O2S2.

The geometry in XYZ format:
```
10
C2H4O2S2 | the OMol25 dataset | ωB97M-V/def2-TZVPD
C -1.29 -1.36 -0.16
C -0.02 -1.22 -0.69
O -2.33 -1.55 0.30
O 0.58 1.44 0.04
S 1.38 1.39 1.57
S -0.98 2.00 -0.18
H 0.44 -0.25 -0.34
H 0.65 -2.04 -0.41
H -0.07 -1.13 -1.78
H 1.62 2.71 1.64
```

Molecular weight = 124.2 g mol⁻¹
2S+1 = 1
Highest occupied orbital energy = -0.253 Eh
Orbital gap = 6.02 eV
LUMO level = -0.871 eV

=====

iii) The following is a DFT calculation (ωB97M-V/def2-TZVPD) of 2 unconnected molecules or ions with the total composition C2H4O2S2.

The geometry in XYZ format:
```
10
C2H4O2S2 | the OMol25 dataset | ωB97M-V/def2-TZVPD
C 1.20 -0.34 0.03
C -1.38 -0.68 0.22
O 2.56 1.51 -1.36
O 0.43 0.45 -2.26
S -2.11 0.51 1.27
S 1.32 0.81 -1.19
H 1.71 0.06 0.90
H -1.17 -0.59 -0.87
H -0.99 -1.61 0.81
H -1.57 -0.13 2.46
```

Molecular weight = 124.2 g mol⁻¹
2S+1 = 1
Highest occupied orbital energy (alpha / beta) = -0.326 / -0.305 Eh
Orbital gap (alpha / beta) = 7.77 / 6.66 eV
LUMO level (alpha / beta) = -1.106 / -1.639 eV

=====

What should be chosen as the most stable of them? Choose i).

=====

i) The following is a DFT calculation (ωB97M-V/def2-TZVPD) of a single C7H17NO molecule.

The geometry in XYZ format:
```
26
C7H17NO | the OMol25 dataset | ωB97M-V/def2-TZVPD
C -0.80 2.60 -0.48
C 0.22 1.42 -0.11
N 0.85 1.60 1.17
C -0.56 0.11 -0.21
C -1.42 -0.18 1.01
C 0.47 -1.09 -0.54
C -0.31 -2.39 -0.81
C 1.50 -1.33 0.56
O 1.11 -0.69 -1.74
H -1.70 2.59 0.14
H -0.31 3.56 -0.33
H -1.09 2.52 -1.52
H 1.00 1.42 -0.87
H 0.16 1.72 1.91
H 1.45 2.42 1.16
H -1.18 0.16 -1.11
H -2.09 -1.02 0.82
H -2.04 0.68 1.25
H -0.80 -0.41 1.87
H 0.37 -3.16 -1.17
H -1.07 -2.22 -1.58
H -0.79 -2.76 0.09
H 1.99 -0.40 0.81
H 1.03 -1.73 1.45
H 2.25 -2.05 0.22
H 1.75 -1.37 -1.99
```

Molecular weight = 131.2 g mol⁻¹
2S+1 = 1
Highest occupied orbital energy = -0.326 Eh
Orbital gap = 9.84 eV
LUMO level = 0.970 eV

=====

ii) The following is a DFT calculation (ωB97M-V/def2-TZVPD) of 2 unconnected molecules or ions with the total composition C7H17NO.

The geometry in XYZ format:
```
26
C7H17NO | the OMol25 dataset | ωB97M-V/def2-TZVPD
C -0.02 0.85 -1.57
C 0.19 1.21 -0.11
N -1.02 1.66 0.56
C -1.64 2.84 0.00
C -1.22 1.33 1.89
C -0.90 -0.16 2.21
O -1.31 2.08 2.83
H -0.18 1.58 -2.37
H -1.01 0.36 -1.61
H 0.68 0.21 -2.06
H 0.41 0.23 0.30
H 0.98 1.91 0.07
H -2.67 2.71 -0.34
H -1.76 3.65 0.72
H -1.05 3.22 -0.84
H -1.35 -0.91 1.56
H 0.17 -0.20 2.09
H -1.18 -0.22 3.24
C 1.57 -2.17 -1.27
C 1.68 -3.41 -0.38
H 1.66 -1.19 -0.80
H 2.29 -2.23 -2.08
H 0.51 -2.08 -1.53
H 1.77 -4.30 -1.02
H 0.83 -3.66 0.26
H 2.57 -3.32 0.24
```

Molecular weight = 131.2 g mol⁻¹
2S+1 = 1
Highest occupied orbital energy = -0.332 Eh
Orbital gap = 9.86 eV
LUMO level = 0.828 eV

=====

What should be chosen as the most stable of them? Choose i).

=====

i) The following is a DFT calculation (ωB97M-V/def2-TZVPD) of a molecular structure, C7H17NO.

The geometry in XYZ format:
```
26
C7H17NO | the OMol25 dataset | ωB97M-V/def2-TZVPD
C -1.09 -0.17 2.14
C 1.79 0.44 1.77
C 0.43 0.87 1.29
C 0.15 2.15 1.02
O -1.18 -1.39 1.81
H -0.87 -1.48 0.25
H -0.68 0.07 3.13
H -1.88 0.53 1.82
H 1.70 -0.30 2.57
H 2.39 1.28 2.16
H 2.36 -0.03 0.97
H -0.84 2.46 0.70
H 0.88 2.95 1.10
C -1.25 -0.44 -1.60
C 0.79 -1.78 -1.07
C -0.58 0.58 -2.52
N -0.34 -0.98 -0.58
H 0.01 -0.10 0.13
H -2.07 0.04 -1.06
H -1.68 -1.27 -2.18
H 1.51 -1.15 -1.60
H 0.44 -2.57 -1.74
H 1.29 -2.23 -0.21
H 0.19 0.11 -3.14
H -1.32 1.02 -3.19
H -0.12 1.38 -1.94
```

Molecular weight = 131.2 g mol⁻¹
2S+1 = 1
Highest occupied orbital energy = -0.283 Eh
Orbital gap = 8.44 eV
LUMO level = 0.750 eV

=====

ii) The following is a DFT calculation (ωB97M-V/def2-TZVPD) of 2 unconnected molecules or ions with the total composition C7H17NO.

The geometry in XYZ format:
```
26
C7H17NO | the OMol25 dataset | ωB97M-V/def2-TZVPD
C 2.17 0.87 0.33
C 1.14 1.97 0.04
N -0.25 1.61 0.36
C -0.49 1.51 1.84
C -1.11 0.98 -0.47
C -0.56 0.51 -1.84
O -2.23 0.60 -0.20
H 1.98 -0.06 0.84
H 3.07 1.30 0.78
H 2.47 0.41 -0.61
H 1.23 2.92 0.55
H 1.16 2.06 -1.04
H -1.42 1.08 2.17
H 0.39 1.00 2.22
H -0.43 2.58 2.06
H 0.46 0.13 -1.76
H -0.75 1.18 -2.68
H -1.20 -0.34 -2.05
C 0.94 -3.29 0.37
C -0.20 -3.99 -0.36
H 0.67 -2.94 1.36
H 1.86 -3.88 0.25
H 1.27 -2.44 -0.24
H 0.11 -4.40 -1.32
H -0.84 -4.68 0.17
H -0.83 -3.17 -0.74
```

Molecular weight = 131.2 g mol⁻¹
2S+1 = 1
Highest occupied orbital energy = -0.338 Eh
Orbital gap = 10.03 eV
LUMO level = 0.844 eV

=====

What should be chosen as the most stable of them? Choose ii).

=====

i) The following is a DFT calculation (ωB97M-V/def2-TZVPD) of a single C6H5N3O molecule.

The geometry in XYZ format:
```
15
C6H5N3O | the OMol25 dataset | ωB97M-V/def2-TZVPD
N 1.93 0.90 -1.05
C 1.87 0.00 -0.38
C 1.51 -1.19 0.42
C 0.03 -1.37 0.39
C -0.77 -0.26 0.26
C -2.16 -0.61 0.12
N -3.29 -0.87 0.00
C -0.45 1.24 0.39
N -0.69 2.00 -0.72
O 0.16 1.61 1.34
H 1.74 -2.08 -0.13
H 1.94 -1.62 1.34
H -0.61 -2.17 0.57
H -1.02 1.59 -1.58
H -0.17 2.82 -0.97
```

Molecular weight = 135.1 g mol⁻¹
2S+1 = 1
Highest occupied orbital energy = -0.379 Eh
Orbital gap = 10.18 eV
LUMO level = -0.127 eV

=====

ii) The following is a DFT calculation (ωB97M-V/def2-TZVPD) of a single C6H5N3O molecule.

The geometry in XYZ format:
```
15
C6H5N3O | the OMol25 dataset | ωB97M-V/def2-TZVPD
C 1.97 0.89 0.08
C -1.51 1.13 0.47
C -0.30 1.11 0.99
C -1.81 0.37 -0.78
C 0.42 -1.19 0.33
C 0.80 0.29 0.40
N 2.87 1.52 -0.29
N -0.99 0.10 -1.69
N 1.21 -1.88 -0.50
O -0.41 -1.67 1.01
H -2.28 1.76 1.00
H -0.26 1.66 1.87
H -2.82 0.41 -1.10
H 2.01 -1.67 -1.07
H 1.07 -2.84 -0.71
```

Molecular weight = 135.1 g mol⁻¹
2S+1 = 1
Highest occupied orbital energy (alpha / beta) = -0.368 / -0.340 Eh
Orbital gap (alpha / beta) = 8.13 / 8.60 eV
LUMO level (alpha / beta) = -1.879 / -0.637 eV

=====

What should be chosen as the most stable of them? Choose i).

=====

i) The following is a DFT calculation (ωB97M-V/def2-TZVPD) of a molecular structure, C12H30Br4HfO9S2.

The geometry in XYZ format:
```
58
C12H30Br4HfO9S2 | the OMol25 dataset | ωB97M-V/def2-TZVPD
Hf -0.08 -1.09 0.15
Br 0.04 -1.10 -2.67
Br 1.28 -3.52 0.84
Br 1.16 0.29 2.37
Br -2.44 0.41 0.28
O 0.41 1.34 -0.69
S 0.43 2.77 -1.01
O 0.29 3.16 -2.42
O -0.69 3.50 -0.05
C -1.41 4.65 -0.52
C -1.09 5.63 0.54
C 2.04 3.52 -0.41
H -2.44 4.31 -0.56
H -1.27 4.90 -1.58
H -1.52 6.62 0.37
H -0.02 5.74 0.73
H -1.51 5.39 1.51
H 2.89 2.90 -0.72
H 1.82 3.66 0.64
H 1.98 4.55 -0.76
O 4.61 -1.47 0.58
S 3.84 -0.39 -0.09
O 2.42 -0.53 -0.40
O 4.18 1.14 0.57
C 4.64 1.21 1.92
C 4.10 2.50 2.51
C 4.65 -0.02 -1.73
H 5.72 1.15 1.84
H 4.27 0.43 2.58
H 3.82 3.30 1.82
H 4.78 2.96 3.24
H 3.13 2.30 2.96
H 4.36 -0.64 -2.58
H 5.67 -0.31 -1.47
H 4.57 1.05 -1.92
C -1.97 -1.25 3.17
O -1.48 -1.94 1.96
C -2.13 -3.10 1.78
C -2.75 -3.21 0.42
O -1.67 -3.05 -0.49
C -1.64 -3.90 -1.63
C -2.78 -3.67 -2.64
O -4.02 -3.82 -1.94
C -5.04 -3.48 -2.87
H -1.38 -1.70 3.97
H -3.06 -1.25 3.19
H -1.68 -0.21 3.33
H -2.98 -3.25 2.45
H -1.54 -4.00 1.95
H -3.58 -2.51 0.27
H -3.17 -4.21 0.32
H -1.51 -4.88 -1.18
H -0.72 -3.95 -2.21
H -2.57 -4.27 -3.53
H -2.82 -2.65 -3.01
H -6.04 -3.74 -2.51
H -5.04 -3.89 -3.89
H -5.06 -2.39 -2.81
```

Molecular weight = 880.6 g mol⁻¹
2S+1 = 1
Highest occupied orbital energy = -0.328 Eh
Orbital gap = 8.75 eV
LUMO level = -0.167 eV

=====

ii) The following is a DFT calculation (ωB97M-V/def2-TZVPD) of a molecular structure, C12H30Br4HfO9S2.

The geometry in XYZ format:
```
58
C12H30Br4HfO9S2 | the OMol25 dataset | ωB97M-V/def2-TZVPD
Hf 3.89 -5.30 -5.22
Br 4.59 -5.69 -0.56
Br 1.34 -1.52 -4.99
Br 2.19 -7.20 -8.96
Br 8.01 -6.93 -6.58
O 9.34 -0.86 -4.39
S 8.36 -0.65 -3.30
O 7.20 -1.49 -3.20
O 9.17 -0.65 -1.85
C 8.58 -0.19 -0.64
C 9.45 -0.61 0.52
C 7.77 1.15 -3.28
H 7.52 -0.46 -0.64
H 8.65 0.90 -0.57
H 9.04 -0.37 1.50
H 10.39 -0.06 0.46
H 9.60 -1.68 0.42
H 7.41 1.44 -2.30
H 6.96 1.39 -3.97
H 8.65 1.74 -3.56
O 5.73 -0.04 -10.73
S 5.65 -1.47 -10.87
O 5.26 -2.37 -9.76
O 4.64 -1.80 -12.17
C 4.61 -0.94 -13.29
C 3.47 -1.41 -14.15
C 7.16 -2.21 -11.68
H 5.57 -1.00 -13.81
H 4.37 0.06 -12.95
H 3.54 -1.11 -15.19
H 2.53 -1.08 -13.73
H 3.43 -2.49 -14.00
H 7.43 -1.60 -12.54
H 6.93 -3.21 -12.04
H 7.98 -2.29 -10.96
C -2.98 -6.05 -5.78
O -1.93 -6.54 -4.99
C -2.04 -6.26 -3.63
C -0.70 -6.51 -2.86
O 0.33 -7.10 -3.69
C -0.06 -8.46 -4.00
C 1.09 -9.41 -3.76
O 2.34 -8.73 -4.03
C 3.45 -9.61 -3.71
H -3.18 -4.99 -5.67
H -3.80 -6.71 -5.51
H -2.73 -6.15 -6.84
H -2.88 -6.87 -3.29
H -2.27 -5.20 -3.58
H -0.84 -7.08 -1.94
H -0.38 -5.56 -2.45
H -0.50 -8.52 -5.00
H -0.87 -8.71 -3.32
H 1.02 -10.36 -4.29
H 1.04 -9.60 -2.69
H 3.64 -10.22 -4.60
H 3.28 -10.19 -2.81
H 4.41 -9.15 -3.47
```

Molecular weight = 880.6 g mol⁻¹
2S+1 = 1
Highest occupied orbital energy = -0.331 Eh
Orbital gap = 2.68 eV
LUMO level = -6.320 eV

=====

What should be chosen as the most stable of them? Choose i).